# C8H24O4

A 4-piece molecular cluster, C8H24O4 overall (ωB97M-V/def2-TZVPD, OMol25).

Summary:
E_HOMO   -10.188 eV
ΔE to the lowest compared entry with this formula, charge and spin   42.06 kcal/mol
SMILES   CCO.CCO.CCO.CCO
Electronic energy   -620.0671 Ha

ORCA input file:
```
! RIJCOSX wB97M-V def2-TZVPD def2/J DEFGRID3
* xyz 0 1
C -12.273 -12.634 -16.647
C -11.867 -12.184 -15.197
O -12.141 -10.773 -15.129
H -12.187 -13.690 -16.900
H -11.788 -11.945 -17.338
H -13.325 -12.350 -16.671
H -10.819 -12.373 -14.964
H -12.439 -12.829 -14.530
H -11.899 -10.504 -14.240
C -17.459 -18.723 -19.125
C -18.071 -19.357 -20.330
O -17.114 -20.215 -20.983
H -16.694 -18.009 -19.430
H -17.040 -19.567 -18.577
H -18.290 -18.358 -18.521
H -18.395 -18.619 -21.063
H -18.885 -20.050 -20.117
H -16.206 -19.908 -21.033
C -8.893 -5.880 -10.721
C -10.028 -6.693 -10.209
O -9.595 -8.002 -10.547
H -8.874 -5.874 -11.811
H -7.896 -6.285 -10.547
H -9.018 -4.819 -10.506
H -10.983 -6.382 -10.633
H -10.086 -6.714 -9.120
H -8.809 -8.152 -10.016
C -9.194 -4.865 -18.769
C -9.610 -6.034 -17.929
O -10.917 -6.338 -18.366
H -9.411 -4.965 -19.832
H -8.120 -4.692 -18.691
H -9.723 -3.943 -18.529
H -9.589 -5.724 -16.884
H -8.962 -6.908 -17.982
H -11.359 -6.931 -17.754
*
```